[1]
This record from OMol25 describes a 2-piece molecular cluster, C3H8OS overall in a non-equilibrium geometry. The level of theory is ωB97M-V with the def2-TZVPD basis set.

The geometry in XYZ format:
```
13
Properties=species:S:1:pos:R:3:forces:R:3
C -2.3035 -0.3589 -1.3687 -4.39 -4.16 1.00
C 2.4424 -1.0111 1.4956 0.16 -0.18 -0.40
C 1.3945 -0.3714 1.1016 -2.45 2.62 -1.03
O -0.8340 2.0185 -0.3458 2.03 -0.38 2.06
S -1.2278 0.8189 -1.6685 2.87 2.82 -2.76
H -2.3140 -1.1794 -0.6852 1.02 -0.22 0.60
H -3.2017 -0.4714 -1.9487 -0.12 0.59 -0.63
H 2.6052 -1.9172 0.9806 0.84 -1.15 0.17
H -1.3304 2.8027 -0.3933 -1.46 1.79 -0.46
H 3.0923 -0.5097 2.1464 1.17 -0.05 0.96
H 1.1374 0.6804 1.3920 0.24 -1.15 0.00
H 0.7443 -0.7608 0.3139 0.10 -0.17 0.40
H -0.2045 0.2594 -1.0198 0.00 -0.37 0.09
```
Forces are in eV/Å.

Computed properties:
Spin multiplicity: 3
ΔE to the lowest compared entry with this formula, charge and spin (kJ/mol): 307.9
⟨S²⟩: 2.009
Orbital gap (alpha / beta) (eV): 6.60 / 8.44
Electronic energy (eV): -16116.34252

[2]
This record from OMol25 describes a 2-piece molecular cluster, C3H8OS2 overall in a non-equilibrium geometry. The level of theory is ωB97M-V with the def2-TZVPD basis set.

The geometry in XYZ format:
```
14
Properties=species:S:1:pos:R:3:forces:R:3
C -1.9687 1.0303 -2.2327 1.07 2.32 -2.03
S -0.2821 1.2998 -3.2025 -3.29 2.53 -0.85
S 0.6657 -0.2779 -2.1075 3.46 -1.80 1.57
H -2.6460 0.6144 -3.0120 0.26 0.12 1.16
H -2.3224 2.0147 -1.8004 0.26 -1.01 -0.85
H -1.6638 0.4452 -1.4095 -0.07 -1.26 0.74
H 1.9157 0.3797 -2.3076 -1.67 -0.94 0.35
O 1.3232 0.1256 3.7374 -0.15 0.03 -0.54
C 1.2221 -0.0366 2.5364 0.73 1.28 -0.44
C 0.7215 -1.3380 1.9848 -2.73 -0.64 1.48
H 1.5855 0.8240 1.8513 -0.68 -1.27 0.54
H 0.9220 -1.9812 2.8592 0.58 -0.51 -0.80
H 0.9853 -1.6996 0.9798 0.12 0.42 0.49
H -0.4580 -1.4003 2.1232 2.10 0.71 -0.81
```
Forces are in eV/Å.

Computed properties:
Spin multiplicity: 2
ΔE to the lowest compared entry with this formula, charge and spin (kJ/mol): 116.6
⟨S²⟩: 0.754
Orbital gap (alpha / beta) (eV): 3.57 / 6.67
Net charge: -1
Electronic energy (eV): -26956.85729

[3]
This record from OMol25 describes the molecule C3H8OS2 in a non-equilibrium geometry. The level of theory is ωB97M-V with the def2-TZVPD basis set.

The geometry in XYZ format:
```
14
Properties=species:S:1:pos:R:3:forces:R:3
C -0.6847 -0.2950 -0.5771 -1.02 1.38 1.12
C -1.1187 -0.1048 0.8641 1.31 -0.24 1.76
O -0.9577 -1.2594 1.7008 -0.21 -0.37 -0.45
C 0.7620 -0.6899 -0.7512 -0.58 -0.18 -0.78
S 1.9491 0.7149 -0.7848 1.85 -1.45 -1.06
S 1.4743 2.6046 -0.2005 -1.18 0.74 0.38
H -1.3925 -0.9161 -1.1450 0.29 -0.05 0.19
H -0.8553 0.7576 -0.8828 0.29 -0.56 -0.82
H -2.1390 0.2761 0.9684 0.06 0.07 -0.27
H -0.4006 0.5896 1.3903 -0.89 -0.15 -0.87
H -1.2736 -2.0270 1.2109 -0.09 -0.03 0.15
H 1.1172 -1.5658 -0.1453 -0.36 1.14 -0.16
H 0.7928 -0.9799 -1.8176 0.51 -0.06 0.51
H 2.7267 2.8950 0.1696 0.02 -0.25 0.31
```
Forces are in eV/Å.

Computed properties:
ΔE to the lowest compared entry with this formula, charge and spin (kJ/mol): 118.1
SMILES: OCCCSS
Orbital gap (eV): 8.63
Electronic energy (eV): -26957.38504

[4]
This record from OMol25 describes a 2-piece molecular cluster, C3H8OS2 overall in a non-equilibrium geometry. The level of theory is ωB97M-V with the def2-TZVPD basis set.

The geometry in XYZ format:
```
14
Properties=species:S:1:pos:R:3:forces:R:3
C -2.6542 -3.6518 -1.3336 -1.11 0.15 0.01
S -1.2155 -2.7567 -1.8888 0.22 -0.49 -0.70
S -1.3606 -0.9140 -1.1310 0.15 0.99 1.16
H -2.8557 -3.6842 -0.2599 0.45 0.17 -0.04
H -2.5278 -4.6691 -1.6970 0.01 -0.08 -0.06
H -3.5406 -3.2117 -1.8200 0.28 -0.31 0.15
H -2.4466 -0.3031 -1.6505 0.01 -0.43 -0.51
O 3.3855 2.7950 2.2695 0.23 -0.18 -1.26
C 2.7606 3.7888 2.0040 -1.39 -0.24 1.14
C 2.4878 4.7344 3.1701 -0.56 -0.87 -0.98
H 2.2138 3.9722 1.0252 0.86 -0.18 0.48
H 1.3982 4.8075 3.3776 0.63 0.14 -0.32
H 2.8968 5.6894 2.8618 0.09 0.43 0.66
H 2.9657 4.1739 3.9755 0.15 0.90 0.28
```
Forces are in eV/Å.

Computed properties:
ΔE to the lowest compared entry with this formula, charge and spin (kJ/mol): 88.2
SMILES: CC=O.CSS
Orbital gap (eV): 9.32
Electronic energy (eV): -26957.69432

Q: Among the records above, which one has the lowest ΔE to the lowest compared entry with this formula, charge and spin?
A: number 4

Q: ΔE to the lowest compared entry with this formula, charge and spin of number 2 (C3H8OS2)?
A: 116.6 kJ/mol

Q: Which of these has the highest electronic energy?
A: C3H8OS